Entry 1:
{"formula": "C9H15N3O6", "method": "wB97M-V/def2-TZVPD", "max_force_ev_per_a": 3.821, "smiles": "NC(=O)C[C@H](N)C(=O)N[C@@H](CCC(=O)O)C(=O)O", "total_charge": 0, "e_homo_ev": -9.56, "symbols": ["N", "C", "O", "C", "C", "N", "C", "O", "N", "C", "C", "C", "C", "O", "O", "C", "O", "O", "H", "H", "H", "H", "H", "H", "H", "H", "H", "H", "H", "H", "H", "H", "H"], "coordinates": [[-5.065, -0.323, -0.717], [-3.952, -0.151, 0.058], [-3.960, 0.670, 1.005], [-2.727, -1.064, -0.100], [-1.495, -0.205, -0.033], [-1.234, 0.860, -0.988], [-0.168, -1.027, 0.070], [-0.071, -1.609, 1.136], [0.823, -0.623, -0.780], [2.215, -0.632, -0.418], [2.508, -0.003, 0.947], [1.850, 1.337, 1.139], [2.032, 2.172, -0.061], [1.518, 2.000, -1.143], [2.878, 3.260, 0.139], [2.869, -2.037, -0.363], [3.971, -2.178, -0.828], [2.289, -3.057, 0.143], [-5.871, 0.290, -0.530], [-5.144, -1.006, -1.508], [-2.560, -1.652, 0.853], [-2.739, -1.887, -0.887], [-1.664, 0.326, 1.071], [-1.940, 0.999, -1.660], [-1.163, 1.708, -0.333], [0.508, 0.345, -1.167], [2.828, -0.105, -1.101], [3.532, 0.175, 0.860], [2.349, -0.277, 1.988], [2.252, 1.738, 2.110], [0.763, 1.123, 1.188], [3.152, 3.808, -0.643], [1.416, -2.974, 0.554]], "atomic_forces_ev_per_a": [[-0.15, -0.45, -0.99], [-0.67, 0.51, 2.26], [0.05, -1.35, -2.20], [0.06, -1.57, 0.11], [0.85, 1.07, 1.64], [0.08, 1.93, 2.44], [-0.47, 2.64, 1.18], [1.10, -2.05, -0.01], [-1.35, 1.10, -0.45], [-0.71, -2.85, 2.44], [-0.16, 1.25, 0.53], [-0.83, 0.59, 0.51], [0.91, 3.08, -1.39], [0.32, -0.01, 0.52], [0.09, -0.48, 0.21], [1.04, 1.91, -1.71], [0.50, 0.34, -0.08], [-1.43, -2.50, 1.24], [0.85, -0.60, -0.13], [0.36, 1.11, 1.39], [-0.85, 0.50, -0.84], [-0.20, 1.46, 0.42], [0.85, -1.51, -2.71], [-0.97, 0.35, -0.75], [-0.30, -1.20, -2.19], [0.41, -2.00, 0.09], [0.06, 0.50, -0.98], [2.06, 0.27, 0.27], [-0.18, -2.28, -0.55], [-0.67, 0.18, -1.23], [0.46, 0.41, 0.38], [-0.96, -1.24, 0.54], [-0.15, 0.86, 0.05]]}

---

Entry 2:
{"formula": "C30H47Cl2N4O6PmS2Si", "method": "wB97M-V/def2-TZVPD", "max_force_ev_per_a": 3.381, "total_charge": 0, "multiplicity": 5, "e_homo_ev": [-6.83, -6.83], "s_squared": 6.005, "symbols": ["C", "C", "H", "H", "H", "C", "C", "H", "H", "H", "H", "Pm", "Cl", "C", "O", "N", "C", "C", "H", "H", "H", "H", "H", "H", "H", "H", "H", "C", "C", "N", "H", "C", "O", "H", "H", "H", "H", "H", "H", "C", "C", "N", "H", "C", "O", "H", "H", "H", "H", "O", "C", "C", "C", "H", "C", "H", "C", "H", "C", "C", "H", "H", "H", "Si", "Cl", "C", "C", "C", "H", "H", "H", "H", "H", "H", "H", "H", "H", "O", "S", "O", "N", "C", "S", "C", "C", "C", "C", "C", "C", "H", "H", "H", "H"], "coordinates": [[2.832, -2.398, -3.536], [2.265, -1.700, -4.736], [2.517, -3.454, -3.553], [2.496, -1.927, -2.607], [3.933, -2.412, -3.560], [2.335, -2.290, -5.942], [2.947, -3.630, -6.204], [2.012, -1.778, -6.849], [2.598, -4.430, -5.541], [4.047, -3.609, -6.145], [2.729, -3.927, -7.236], [0.350, 0.434, 1.744], [2.015, 1.659, 0.190], [-0.811, 3.331, 0.756], [-1.160, 2.207, 1.254], [-1.574, 4.042, -0.061], [-2.898, 3.601, -0.511], [-1.002, 5.214, -0.710], [0.183, 3.746, 0.970], [-3.413, 3.092, 0.313], [-2.814, 2.928, -1.380], [-3.436, 4.506, -0.821], [-0.203, 5.605, -0.069], [-1.786, 5.960, -0.857], [-0.571, 4.974, -1.690], [-3.700, 1.137, 4.631], [-2.073, 2.523, 7.007], [-3.025, 0.350, 5.002], [-1.949, 1.429, 6.994], [-1.837, 0.933, 5.625], [-2.737, -0.297, 4.170], [-0.732, 1.193, 4.943], [-0.518, 0.767, 3.775], [-1.026, 1.192, 7.541], [0.005, 1.826, 5.468], [-3.556, -0.226, 5.769], [-2.809, 0.955, 7.473], [-0.750, -5.683, 2.071], [-0.361, -3.102, -0.596], [-1.614, -5.088, 1.728], [-1.250, -3.634, -0.241], [-1.220, -3.788, 1.204], [-2.293, -4.968, 2.577], [-0.844, -2.773, 1.972], [-0.535, -1.625, 1.492], [-2.129, -3.063, -0.554], [-0.785, -2.971, 3.061], [-2.123, -5.635, 0.928], [-1.299, -4.626, -0.704], [1.200, 0.092, -3.333], [1.917, -0.218, -4.532], [0.296, -0.061, -6.532], [1.314, 0.485, -5.745], [-0.012, -1.102, -6.398], [-0.316, 0.729, -7.522], [2.924, 0.213, -4.363], [1.848, 1.732, -6.084], [-1.165, 0.335, -8.100], [0.139, 2.031, -7.761], [1.253, 2.522, -7.069], [2.729, 2.072, -5.543], [-0.404, 2.685, -8.456], [1.644, 3.523, -7.266], [-0.522, -0.086, -2.947], [-0.123, -2.163, -2.505], [-1.932, -0.724, -4.084], [-0.778, 1.893, -3.372], [-1.347, 0.423, -1.264], [-1.994, -0.224, -5.055], [-2.903, -0.613, -3.572], [-1.850, -1.799, -4.298], [-1.525, -0.424, -0.588], [-2.321, 0.921, -1.399], [-0.719, 1.166, -0.754], [-0.597, 2.062, -4.447], [-0.026, 2.471, -2.808], [-1.766, 2.337, -3.151], [2.120, 2.827, 6.255], [3.043, 1.712, 6.126], [4.385, 1.849, 6.640], [2.972, 1.095, 4.578], [2.462, -0.134, 4.472], [2.436, -0.955, 2.997], [1.962, -0.659, 5.740], [1.143, -1.752, 6.016], [0.752, -2.004, 7.332], [1.151, -1.151, 8.370], [1.895, 0.005, 8.088], [2.278, 0.225, 6.773], [0.806, -2.370, 5.191], [0.133, -2.870, 7.559], [0.879, -1.385, 9.403], [2.188, 0.720, 8.857]], "atomic_forces_ev_per_a": [[0.04, -0.41, 0.24], [0.08, 0.02, -0.69], [0.05, 0.37, 0.24], [0.16, -0.18, -0.26], [-0.14, 0.15, -0.06], [-0.08, 0.53, 0.31], [0.25, -0.37, -0.40], [0.06, 0.05, 0.41], [0.01, 0.17, -0.02], [-0.21, 0.05, 0.19], [-0.05, -0.10, 0.19], [0.63, 0.37, -1.41], [-0.21, 0.03, 0.20], [-0.76, -1.12, 0.05], [0.43, 1.66, -0.11], [0.40, -0.39, 0.19], [0.06, -0.07, -0.08], [0.31, 0.20, -0.08], [-0.25, -0.02, -0.08], [0.14, 0.15, -0.29], [0.03, 0.27, 0.39], [-0.02, -0.33, 0.20], [-0.24, 0.08, -0.23], [0.19, -0.02, 0.18], [-0.17, -0.15, 0.18], [0.26, -0.18, 0.10], [-0.14, -0.34, 0.03], [-0.03, -0.11, 0.09], [0.33, 0.45, 0.25], [0.10, 0.19, -0.41], [-0.03, 0.14, 0.18], [-0.02, -0.33, -0.36], [-0.57, 0.58, 1.66], [-0.37, -0.02, -0.08], [0.00, -0.33, -0.18], [0.13, 0.03, -0.31], [0.27, 0.10, -0.05], [-0.24, 0.28, -0.28], [-0.39, -0.27, 0.32], [0.10, -0.32, 0.69], [0.10, 0.04, -0.35], [0.24, 0.65, 0.72], [0.02, -0.07, -0.15], [0.20, 0.38, -1.03], [-0.80, -2.17, 0.76], [0.15, 0.01, 0.05], [-0.08, 0.12, -0.49], [0.08, 0.17, 0.35], [0.12, 0.31, 0.13], [-0.87, -0.37, -0.27], [0.03, -0.32, 0.26], [-0.32, 0.48, -0.32], [0.52, -0.18, -0.18], [-0.09, 0.49, 0.20], [0.19, -0.07, 0.20], [-0.37, 0.15, -0.05], [-0.49, 0.04, -0.17], [0.47, 0.16, 0.30], [-0.14, 0.15, 0.14], [-0.08, -0.28, 0.12], [-0.23, 0.12, -0.02], [0.36, -0.39, 0.17], [-0.15, -0.32, -0.03], [-0.58, 3.06, -1.31], [0.58, -1.24, 0.43], [-0.16, -0.30, -0.49], [0.34, -0.27, -0.55], [0.43, -0.94, 0.74], [-0.09, 0.23, 0.20], [0.25, 0.22, -0.04], [0.04, 0.31, 0.02], [0.00, -0.05, 0.19], [0.41, -0.33, -0.29], [0.05, -0.19, -0.31], [0.05, 0.15, 0.22], [-0.07, -0.10, -0.15], [0.10, -0.32, -0.05], [0.43, -0.65, -0.13], [-0.35, -1.32, -0.27], [-0.90, 0.04, -0.62], [0.05, -0.47, -0.54], [1.11, 2.72, 0.05], [-0.21, -0.68, -0.19], [-0.55, 0.10, 1.49], [0.20, 0.11, -0.10], [0.16, 0.27, 0.10], [0.07, 0.07, -0.02], [0.03, -0.26, -0.19], [-0.48, -0.05, 0.99], [0.14, -0.12, 0.08], [0.13, 0.16, -0.05], [0.03, 0.12, -0.40], [-0.15, -0.25, -0.08]]}

---

Entry 3:
{"formula": "C16H9F9N3OSSb2Se8W", "method": "wB97M-V/def2-TZVPD", "max_force_ev_per_a": 1.957, "total_charge": -1, "e_homo_ev": -5.55, "symbols": ["W", "N", "C", "C", "C", "C", "C", "C", "S", "N", "C", "C", "C", "C", "C", "C", "N", "H", "H", "H", "H", "H", "H", "H", "H", "H", "Se", "Sb", "Se", "Se", "Se", "Se", "Sb", "Se", "Se", "Se", "F", "C", "F", "F", "C", "O", "C", "F", "F", "F", "C", "F", "F", "F"], "coordinates": [[0.490, -1.161, 2.266], [-2.076, 2.180, -1.368], [-1.893, 1.669, -2.668], [-1.969, 2.497, -3.774], [-1.807, 1.968, -5.047], [-1.540, 0.618, -5.210], [-1.439, -0.204, -4.097], [-1.637, 0.307, -2.823], [-1.580, -0.717, -1.401], [-1.086, 0.385, -0.209], [-1.493, 1.586, -0.261], [-1.440, 2.440, 0.986], [-1.759, 3.786, 1.001], [-1.774, 4.454, 2.224], [-1.484, 3.763, 3.379], [-1.179, 2.408, 3.274], [-1.152, 1.772, 2.110], [-2.290, 3.159, -1.309], [-2.168, 3.554, -3.642], [-1.886, 2.616, -5.909], [-1.402, 0.204, -6.198], [-1.225, -1.259, -4.211], [-1.977, 4.352, 0.105], [-2.006, 5.509, 2.255], [-1.462, 4.251, 4.342], [-0.952, 1.804, 4.149], [-1.811, -4.982, 0.461], [-1.124, -3.962, 2.476], [-1.876, -1.498, 2.203], [1.492, -3.260, 2.994], [-1.796, -4.669, 4.660], [1.873, 2.930, 4.859], [2.272, 0.692, 4.040], [1.791, 0.721, 1.504], [0.241, -0.745, 4.672], [4.304, -0.473, 4.414], [2.709, -4.511, -1.511], [2.314, -4.025, -0.325], [1.181, -4.636, -0.006], [3.244, -4.391, 0.563], [2.106, -2.456, -0.376], [1.085, -2.008, 0.400], [3.533, -1.840, -0.094], [3.806, -1.787, 1.204], [3.646, -0.606, -0.600], [4.486, -2.568, -0.689], [1.763, -2.063, -1.861], [2.776, -2.261, -2.721], [1.454, -0.764, -1.933], [0.719, -2.777, -2.295]], "atomic_forces_ev_per_a": [[-0.50, -1.30, -1.38], [-0.17, -0.22, 0.00], [0.06, -0.07, 0.18], [0.01, -0.02, -0.02], [0.01, -0.09, -0.03], [-0.05, 0.15, -0.03], [0.02, -0.10, 0.11], [0.05, 0.21, -0.24], [-0.08, -0.08, 0.10], [-0.12, -0.19, 0.09], [-0.04, 0.74, 0.19], [0.15, -0.42, -0.03], [0.09, 0.18, 0.12], [0.01, -0.04, -0.07], [0.05, -0.07, -0.01], [-0.09, -0.06, -0.35], [-0.35, -0.02, 0.18], [0.00, -0.07, 0.02], [0.01, 0.04, 0.02], [0.01, 0.03, -0.03], [0.00, -0.02, -0.05], [0.05, -0.02, 0.00], [0.02, -0.04, -0.02], [-0.01, 0.05, 0.01], [-0.02, 0.00, 0.04], [-0.02, 0.17, -0.08], [-0.03, 0.01, -0.08], [0.06, -0.71, 0.68], [0.63, 0.07, -0.55], [-0.60, -0.15, -0.12], [0.09, 0.13, -0.16], [0.00, -0.29, -0.13], [0.98, 0.97, 1.01], [-0.16, -0.13, 0.47], [0.35, 0.69, -0.55], [-0.04, -0.09, 0.00], [0.06, -0.03, -0.11], [-0.35, -0.07, 0.11], [0.10, 0.06, -0.08], [0.00, -0.03, 0.16], [0.48, 0.06, -0.37], [-0.35, 0.69, 0.80], [-0.19, 0.08, 0.11], [-0.03, -0.05, -0.06], [-0.02, 0.19, 0.08], [0.17, -0.11, -0.07], [-0.12, -0.02, 0.10], [-0.03, 0.02, 0.05], [-0.13, -0.11, -0.01], [0.07, 0.08, 0.00]]}

---

Entry 4:
{"formula": "C2H6N2P", "method": "wB97M-V/def2-TZVPD", "max_force_ev_per_a": 2.608, "total_charge": 1, "e_homo_ev": -14.93, "symbols": ["C", "C", "N", "N", "P", "H", "H", "H", "H", "H", "H"], "coordinates": [[2.111, -0.960, -1.060], [1.595, -0.145, -0.341], [0.089, 1.903, 0.332], [-1.440, -0.978, 0.472], [0.739, 0.572, 0.998], [2.608, -1.773, -1.638], [-1.677, -1.924, 0.675], [0.183, 1.986, -0.624], [-0.613, 2.516, 0.801], [-2.131, -0.409, 0.894], [-1.465, -0.786, -0.509]], "atomic_forces_ev_per_a": [[0.92, -1.43, -0.71], [-0.54, 0.41, 0.29], [-0.73, -0.36, 2.34], [1.43, 1.00, 0.23], [-0.59, -0.48, 0.30], [-0.67, 1.28, 0.62], [0.10, -0.84, -0.01], [0.00, 0.78, -2.49], [1.06, -0.70, -0.43], [-0.84, 0.63, 0.54], [-0.13, -0.28, -0.70]]}

---

Entry 5:
{"formula": "CH7Na4O7", "method": "wB97M-V/def2-TZVPD", "max_force_ev_per_a": 2.005, "total_charge": 1, "e_homo_ev": -9.02, "symbols": ["Na", "Na", "Na", "Na", "O", "H", "C", "O", "O", "O", "O", "H", "H", "O", "H", "H", "O", "H", "H"], "coordinates": [[-6.951, 1.509, -3.976], [-9.542, 2.565, -2.378], [-9.562, 2.925, -5.933], [-6.540, 4.814, -5.490], [-8.074, 3.614, -3.822], [-7.634, 4.232, -3.217], [-7.148, 1.773, -0.883], [-7.672, 0.932, -1.742], [-7.738, 2.928, -0.717], [-6.148, 1.482, -0.178], [-9.680, 6.021, -3.796], [-9.205, 5.167, -3.718], [-10.164, 6.026, -4.627], [-7.303, 7.297, -2.502], [-8.176, 7.049, -2.845], [-7.417, 8.216, -2.233], [-6.112, 5.263, -0.785], [-6.680, 4.469, -0.803], [-6.404, 5.857, -1.491]], "atomic_forces_ev_per_a": [[0.13, -0.30, 1.61], [0.98, -0.24, 1.48], [0.02, 0.19, 0.30], [0.00, 0.25, 0.64], [-0.12, 0.05, -2.00], [0.07, -0.49, 0.57], [0.68, -0.11, 1.36], [-0.31, 0.56, -1.55], [-0.38, -0.08, -1.02], [-0.91, 0.28, -1.09], [0.27, -0.27, 0.11], [-0.30, 0.17, -0.31], [-0.02, 0.08, 0.07], [-0.36, 0.01, -0.59], [0.04, 0.11, 0.13], [0.21, -0.08, 0.14], [0.16, -0.04, -0.58], [-0.03, -0.09, 0.30], [-0.13, -0.01, 0.43]]}

---

Entry 6:
{"formula": "C7H16O3", "method": "wB97M-V/def2-TZVPD", "max_force_ev_per_a": 1.619, "smiles": "CC[C@@](C)(O)OC.CC=O", "total_charge": 0, "e_homo_ev": -9.28, "symbols": ["C", "C", "C", "C", "O", "O", "C", "H", "H", "H", "H", "H", "H", "H", "H", "H", "H", "H", "H", "C", "C", "O", "H", "H", "H", "H"], "coordinates": [[1.308, 1.414, 1.148], [1.097, 0.367, 0.062], [0.370, -1.019, 0.492], [0.663, -1.344, 1.956], [-1.003, -1.003, 0.252], [0.930, -2.062, -0.265], [0.431, -2.220, -1.578], [0.379, 1.710, 1.630], [1.777, 2.298, 0.717], [1.968, 1.044, 1.928], [0.600, 0.798, -0.807], [2.074, 0.032, -0.293], [1.735, -1.391, 2.116], [0.217, -0.594, 2.602], [0.232, -2.315, 2.183], [-1.410, -0.271, 0.763], [0.549, -1.305, -2.168], [1.027, -3.016, -2.021], [-0.623, -2.507, -1.568], [-1.865, 1.341, -1.594], [-1.592, 1.976, -0.271], [-1.838, 1.480, 0.804], [-1.893, 0.258, -1.503], [-2.843, 1.689, -1.928], [-1.128, 1.647, -2.332], [-1.164, 2.994, -0.325]], "atomic_forces_ev_per_a": [[-0.08, -0.14, 0.02], [-0.17, -1.31, 0.26], [1.03, 1.25, 0.09], [-0.10, -0.14, -0.51], [-0.48, 0.13, 0.31], [-0.07, -0.17, 0.19], [-0.01, 0.04, 0.06], [-0.04, 0.09, 0.00], [-0.01, 0.09, 0.02], [0.10, -0.03, 0.03], [-0.14, -0.09, 0.01], [0.05, 0.07, -0.03], [0.16, 0.05, 0.11], [0.02, 0.10, 0.11], [-0.05, -0.05, 0.00], [0.17, -0.38, -0.38], [0.00, -0.01, -0.06], [-0.04, 0.04, -0.07], [0.08, 0.02, -0.07], [-0.10, -0.25, 0.03], [-0.18, 0.20, -0.08], [-0.09, 0.29, -0.08], [0.00, 0.00, 0.01], [-0.08, 0.11, -0.07], [0.04, 0.07, -0.05], [0.00, 0.04, 0.16]]}